DFT (the ωB97M-V functional and the def2-TZVPD basis) results for 2 unconnected molecules or ions with the total composition C28H27F2N2O.

Geometry as ORCA input:
```
! wB97M-V def2-TZVPD RIJCOSX def2/J DEFGRID3
* xyz 1 1
C 2.678 -3.379 5.971
C 2.205 -2.788 4.695
C 3.032 -1.968 3.932
F 4.270 -1.672 4.438
C 2.640 -1.422 2.720
C 1.423 -1.833 2.175
C 0.962 -1.404 0.799
C 1.923 -1.003 -0.305
C 3.288 -1.303 -0.337
C 4.039 -0.854 -1.412
F 5.405 -1.016 -1.379
C 3.507 -0.136 -2.477
C 4.424 0.344 -3.541
C 2.131 0.157 -2.439
C 1.362 -0.254 -1.353
C 0.518 -2.545 2.970
C 0.925 -3.048 4.198
H 1.833 -3.829 6.507
H 3.429 -4.163 5.795
H 3.134 -2.633 6.636
H 3.277 -0.708 2.200
H 0.245 -2.139 0.408
H 3.758 -1.875 0.463
H 3.859 0.742 -4.391
H 5.079 1.149 -3.173
H 5.080 -0.463 -3.896
H 1.677 0.732 -3.251
H 0.290 -0.013 -1.324
H -0.489 -2.733 2.581
H 0.235 -3.648 4.789
H 0.390 -0.512 0.952
C -1.799 1.653 1.817
H -1.362 1.205 2.698
C -1.029 2.541 1.056
C -1.589 3.061 -0.109
N -2.852 2.717 -0.476
C -3.423 3.308 -1.743
C -3.067 2.441 -2.919
C -3.932 1.414 -3.302
C -3.568 0.548 -4.338
C -2.357 0.732 -5.009
C -1.514 1.792 -4.653
C -1.884 2.667 -3.628
C -3.443 1.620 0.084
C -2.943 1.067 1.255
C -3.410 -0.309 1.592
N -2.877 -0.924 2.687
O -4.204 -0.887 0.847
H -0.017 2.823 1.349
H -1.065 3.786 -0.737
H -4.518 3.335 -1.625
H -3.001 4.312 -1.860
H -4.874 1.295 -2.760
H -4.241 -0.264 -4.612
H -2.053 0.031 -5.786
H -0.571 1.946 -5.177
H -1.255 3.517 -3.350
H -4.210 1.147 -0.535
H -2.225 -0.517 3.351
H -3.244 -1.843 2.932
*
```

Output
E, eV: -39931.0369
Highest occupied orbital energy, hartree: -0.3976
Kohn-Sham gap, eV: 6.2
ΔE to the lowest compared entry with this formula, charge and spin, kcal/mol: 0.00

Atomic partial charges in e from the Löwdin method, atoms 1 to 4:
1 C -0.0387
2 C -0.2202
3 C -0.2014
4 F 0.0598

***

DFT (the ωB97M-V functional and the def2-TZVPD basis) results for a molecular structure, C28H27F6N6O6S2V.

Geometry as ORCA input:
```
! wB97M-V def2-TZVPD RIJCOSX def2/J DEFGRID3
* xyz 0 3
V 11.257 10.577 9.242
C 16.158 8.318 12.188
N 14.960 9.146 12.167
N 13.996 9.126 11.160
C 13.022 9.999 11.506
O 11.911 9.834 10.877
C 13.356 10.615 12.756
C 14.601 10.013 13.153
C 15.519 10.160 14.317
C 14.008 8.122 10.205
C 13.776 8.569 8.889
C 13.681 7.646 7.854
C 13.566 6.309 8.167
C 13.590 5.872 9.526
C 13.806 6.761 10.566
H 16.990 8.929 11.850
H 16.066 7.406 11.611
H 16.437 7.946 13.202
H 12.660 11.052 13.468
H 14.860 10.413 15.193
H 16.245 11.020 14.189
H 16.053 9.177 14.585
H 13.912 9.633 8.674
H 13.752 7.962 6.820
H 13.448 5.587 7.366
H 13.469 4.809 9.698
H 13.750 6.429 11.573
C 8.899 7.832 6.943
C 9.516 8.298 8.274
O 10.731 8.930 7.923
C 8.639 9.375 8.886
F 7.983 10.251 8.012
F 9.452 10.174 9.849
F 7.670 8.802 9.601
C 9.714 7.036 9.176
F 10.057 7.443 10.459
F 8.613 6.242 9.189
F 10.731 6.238 8.705
H 8.472 8.694 6.430
H 8.076 7.122 7.085
H 9.637 7.276 6.295
O 11.374 12.559 5.994
C 11.028 13.020 7.047
C 10.392 14.450 7.287
C 10.070 14.451 8.804
C 10.705 13.168 9.360
O 10.658 12.715 10.529
N 11.237 12.421 8.319
H 9.566 14.575 6.604
H 11.100 15.274 7.046
H 9.000 14.557 8.990
H 10.533 15.313 9.269
N 22.364 12.820 5.825
C 21.578 12.010 6.631
C 21.235 12.401 7.953
C 20.285 11.703 8.633
C 19.699 10.588 8.019
C 20.145 10.063 6.793
C 21.139 10.767 6.143
S 18.137 10.079 8.731
O 17.460 9.399 7.641
O 18.386 9.408 9.971
N 17.548 11.535 9.120
C 16.933 12.289 8.221
S 15.535 11.543 7.266
C 15.124 13.041 6.666
C 15.954 14.028 7.185
N 16.930 13.594 8.006
H 22.215 13.841 5.941
H 22.550 12.523 4.844
H 21.691 13.259 8.431
H 19.943 11.968 9.627
H 19.669 9.154 6.360
H 21.520 10.469 5.172
H 14.243 13.154 5.990
H 15.895 15.105 6.938
*
```

Output
E, eV: -114360.5140
Highest occupied orbital energy (alpha / beta), hartree: -0.2225 / -0.2225
Kohn-Sham gap (alpha / beta), eV: 3.9 / 5.0
Expectation value of S²: 2.018

Atomic partial charges in e from the Löwdin method, atoms 1 to 4:
1 V 1.2862
2 C 0.0212
3 N -0.0086
4 N 0.0687

***

DFT (the ωB97M-V functional and the def2-TZVPD basis) results for a molecular structure, C28H27FIrN5O9S2.

Geometry as ORCA input:
```
! wB97M-V def2-TZVPD RIJCOSX def2/J DEFGRID3
* xyz 0 1
Ir -0.738 -1.943 3.519
F -2.133 -2.657 -3.082
C -2.089 -1.532 -2.330
C -2.317 -1.609 -0.984
C -2.258 -0.459 -0.211
C -2.144 -0.584 1.262
O -2.032 -1.709 1.769
C -2.113 0.649 1.983
C -2.050 1.818 1.302
N -1.944 1.929 -0.044
C -1.651 3.216 -0.637
C -0.703 4.134 0.067
C -0.275 3.453 -1.197
C -2.035 0.780 -0.826
C -1.768 0.829 -2.193
C -1.737 -0.323 -2.944
N -1.224 -0.224 -4.270
C -1.876 0.581 -5.273
C -0.781 1.449 -5.937
N 0.545 0.789 -5.663
C 0.459 -0.684 -5.936
C -0.436 -1.303 -4.842
C -1.999 0.790 3.480
O -2.341 1.861 3.986
O -1.499 -0.185 4.144
H -2.468 -2.563 -0.496
H -2.028 2.737 1.868
H -2.490 3.666 -1.155
H -0.258 3.789 0.989
H -0.928 5.190 0.038
H 0.424 2.642 -1.098
H -0.185 4.042 -2.100
H -1.469 1.761 -2.652
H -2.619 1.226 -4.809
H -2.390 -0.035 -6.022
H -0.728 2.446 -5.504
H -0.892 1.527 -7.016
H 0.743 0.905 -4.663
H 1.293 1.230 -6.194
H 1.466 -1.095 -5.932
H 0.037 -0.789 -6.933
H 0.180 -1.740 -4.056
H -1.033 -2.104 -5.282
C 0.792 -4.180 7.225
C -0.029 -3.686 6.062
S 0.791 -2.659 4.919
C -1.315 -4.003 5.848
C -2.131 -4.881 6.757
S -2.134 -3.406 4.438
H 1.823 -3.840 7.132
H 0.804 -5.271 7.278
H 0.407 -3.803 8.176
H -1.502 -5.406 7.475
H -2.685 -5.624 6.180
H -2.863 -4.292 7.315
O 0.253 -0.821 0.353
C 0.985 -0.513 1.303
O 0.885 -0.836 2.511
C 2.202 0.317 0.901
C 2.350 0.546 -0.458
C 3.408 1.298 -0.922
C 4.351 1.840 -0.067
C 4.181 1.589 1.282
C 3.129 0.839 1.790
N 5.187 2.160 2.223
O 6.080 2.835 1.748
O 5.015 1.969 3.406
N 3.526 1.528 -2.386
O 4.464 2.171 -2.796
O 2.679 1.019 -3.121
H 1.622 0.119 -1.126
H 5.180 2.428 -0.425
H 3.025 0.661 2.852
*
```

Output
E, eV: -82572.9885
Highest occupied orbital energy (alpha / beta), hartree: -0.2236 / -0.2237
Kohn-Sham gap (alpha / beta), eV: 4.7 / 4.7
ΔE to the lowest compared entry with this formula, charge and spin, kcal/mol: 0.00

Atomic partial charges in e from the Löwdin method, atoms 1 to 4:
1 Ir 0.8457
2 F 0.0656
3 C -0.1850
4 C 0.0914

***

DFT (the ωB97M-V functional and the def2-TZVPD basis) results for a molecular structure, C28H27FeGeI2NO4S.

Geometry as ORCA input:
```
! wB97M-V def2-TZVPD RIJCOSX def2/J DEFGRID3
* xyz 2 5
Fe 0.275 0.127 -1.269
O -0.150 4.418 -1.852
C 0.127 3.198 -1.483
O -0.311 2.198 -2.029
C 1.013 3.070 -0.298
C 1.691 4.087 0.351
C 2.422 3.755 1.490
C 2.406 2.453 1.967
C 1.689 1.509 1.245
N 1.043 1.815 0.131
C 1.432 0.103 1.711
O 1.718 -0.301 2.802
O 0.749 -0.584 0.794
H -0.773 4.445 -2.595
H 1.646 5.103 -0.016
H 2.983 4.517 2.014
H 2.913 2.154 2.874
I 1.545 -2.222 -2.270
C 3.567 -2.029 -1.556
I 4.115 -0.033 -1.069
H 4.217 -2.375 -2.350
H 3.650 -2.642 -0.667
C 2.828 2.548 -4.803
S 1.952 1.214 -3.952
C 0.491 1.090 -5.014
H 2.184 3.422 -4.879
H 3.118 2.206 -5.794
H 3.719 2.798 -4.231
H 0.740 0.560 -5.930
H 0.125 2.087 -5.251
H -0.275 0.543 -4.465
C -2.384 1.323 5.032
C -2.355 -0.057 5.157
C -1.899 -0.841 4.106
C -1.476 -0.235 2.928
C -1.492 1.153 2.808
C -1.951 1.930 3.860
Ge -0.991 -1.345 1.393
C -0.563 -3.245 1.518
C -1.204 -4.164 0.691
C -0.879 -5.510 0.785
C 0.072 -5.931 1.703
C 0.706 -5.011 2.529
C 0.389 -3.664 2.444
C -1.724 -0.644 -0.321
C -2.709 0.346 -0.294
C -3.378 0.709 -1.455
C -3.050 0.118 -2.670
C -2.060 -0.853 -2.721
C -1.409 -1.247 -1.552
H -2.743 1.932 5.851
H -2.697 -0.529 6.068
H -1.872 -1.920 4.207
H -1.143 1.628 1.896
H -1.989 3.007 3.759
H -1.962 -3.840 -0.013
H -1.373 -6.226 0.142
H 0.316 -6.983 1.778
H 1.444 -5.346 3.246
H 0.879 -2.944 3.089
H -2.987 0.808 0.645
H -4.183 1.430 -1.408
H -3.588 0.387 -3.568
H -1.840 -1.354 -3.655
H -0.754 -2.114 -1.582
*
```

Output
E, eV: -157081.3701
Highest occupied orbital energy (alpha / beta), hartree: -0.5056 / -0.5054
Kohn-Sham gap (alpha / beta), eV: 7.6 / 6.9
ΔE to the lowest compared entry with this formula, charge and spin, kcal/mol: 30.30
Expectation value of S²: 6.010

Atomic partial charges in e from the Löwdin method, atoms 1 to 4:
1 Fe 0.6786
2 O 0.2057
3 C -0.4425
4 O 0.0117